Entry from the Open Molecules 2025 dataset: a 9-piece molecular cluster, C54H135N9 overall at a distorted geometry (the ωB97M-V functional and the def2-TZVPD basis).

The geometry in XYZ format:
```
198
Properties=species:S:1:pos:R:3:lowdin_spin:R:1
N -11.9214 11.7998 -23.1597 0.001
N -21.4618 6.2686 -20.0211 0.001
N -11.3411 0.8544 -27.4954 0.001
N -19.4922 1.6441 -27.0338 0.002
N -18.9196 9.0963 -22.5026 0.002
N -10.8777 0.6957 -23.1428 0.001
N -9.9464 7.2458 -25.5466 0.002
N -15.2668 4.8802 -22.7253 0.003
N -14.7330 7.4856 -15.5971 0.001
C -18.6843 1.2228 -25.8843 0.015
C -12.6928 0.4309 -27.7594 0.008
C -11.0169 -0.7779 -22.9999 0.006
C -15.2085 3.8767 -23.8256 0.011
C -10.9847 1.3304 -21.8659 0.009
C -19.2745 8.3344 -23.7542 0.021
C -12.4814 10.5262 -22.6236 0.010
C -14.6248 8.7111 -14.7166 0.010
C -13.5755 0.9078 -26.6291 0.009
C -19.9455 4.8635 -18.6441 0.014
C -23.2911 5.1233 -21.2540 0.015
C -11.4438 12.6723 -22.0709 0.009
C -21.7551 1.0661 -28.1739 0.010
C -17.1719 1.5489 -26.1021 0.018
C -19.8856 4.0483 -26.3427 0.034
C -14.3968 4.6846 -21.5893 0.005
C -11.1711 14.1108 -22.5478 0.005
C -11.2520 6.7192 -25.1676 0.005
C -9.9383 7.6733 -27.0147 0.008
C -19.7104 10.3238 -22.3439 0.008
C -12.4450 1.2873 -21.2634 0.018
C -13.4980 6.8192 -15.8478 0.007
C -13.9108 4.0555 -24.6130 0.018
C -8.7630 6.3458 -25.2998 0.004
C -10.2437 0.0985 -28.1647 0.006
C -11.1774 2.2911 -27.5585 0.002
C -10.8632 11.7275 -24.1614 0.003
C -17.4570 9.2618 -22.3656 0.005
C -10.1602 -1.3825 -27.7465 0.009
C -16.9872 9.2635 -20.9065 0.014
C -14.2897 8.3374 -13.2968 0.003
C -14.3932 5.9320 -20.7160 0.008
C -9.6599 1.1431 -23.8315 0.004
C -13.4695 5.9906 -17.0999 0.025
C -19.3797 11.5362 -23.2938 0.020
C -9.7261 2.6006 -24.3353 0.007
C -17.3917 4.0749 -21.5889 0.019
C -11.4663 2.9411 -28.9257 0.025
C -7.4623 7.2132 -25.2088 0.014
C -10.6019 9.0832 -27.2746 0.017
C -20.8749 1.0436 -26.9788 0.009
C -15.8233 6.5029 -15.2623 0.006
C -21.3867 5.4149 -18.8694 0.005
C -20.5208 7.5293 -23.5666 0.011
C -13.4035 9.8142 -23.6717 0.016
C -20.7990 7.4943 -19.7572 0.001
C -21.2457 8.4036 -18.6029 0.011
C -9.8388 -1.5066 -22.2345 0.008
C -19.4904 3.0822 -27.4435 0.022
C -9.5688 10.9659 -23.8318 0.006
C -17.1756 6.9860 -15.7691 0.011
C -22.7915 6.5008 -20.6078 0.004
C -11.3457 6.7785 -23.5949 0.011
C -16.6733 5.2055 -22.3328 0.006
H -18.4816 7.6583 -24.0740 0.011
H -20.7769 8.1529 -20.6254 0.000
H -13.0990 0.3074 -28.7633 0.004
H -14.6439 3.8152 -20.9801 0.003
H -15.5401 9.2773 -14.8894 0.003
H -12.4873 1.6470 -20.2353 0.008
H -10.7394 2.9665 -24.5008 0.000
H -19.0631 1.7086 -24.9851 0.005
H -15.9182 9.4203 -20.7625 0.005
H -13.3742 7.7462 -13.2764 0.000
H -16.8428 1.1302 -27.0532 0.003
H -23.4068 4.3482 -20.4964 0.002
H -21.7191 5.8823 -17.9425 0.001
H -6.5688 6.6267 -24.9947 0.003
H -23.4875 6.6256 -19.7783 0.001
H -18.7245 0.1458 -25.7209 0.004
H -17.1193 10.2242 -22.7498 0.002
H -22.1321 2.0398 -28.4868 0.003
H -13.1699 0.8138 -25.6217 0.001
H -14.4002 5.4386 -17.2314 0.004
H -9.3225 3.2246 -23.5379 0.003
H -9.1859 2.7618 -25.2682 0.002
H -20.5736 6.6030 -24.1386 0.002
H -19.3034 5.7037 -18.3797 0.001
H -10.5085 6.9320 -27.5745 0.004
H -17.8756 6.1784 -15.9830 0.002
H -10.2611 0.1610 -29.2527 0.002
H -19.9620 4.2341 -17.7543 0.004
H -22.2458 8.8079 -18.7590 0.002
H -17.3471 3.0184 -21.8532 0.008
H -21.2121 0.6387 -29.0168 0.001
H -12.0903 7.2505 -25.6183 0.006
H -13.8626 3.2841 -25.3815 0.001
H -13.8546 9.4054 -15.0524 0.004
H -10.8628 2.5648 -29.7517 0.003
H -20.4593 9.1572 -18.5607 0.004
H -13.7808 5.0673 -24.9970 0.011
H -12.4035 6.8500 -23.3417 0.001
H -12.6658 -0.6319 -27.5188 0.002
H -16.8742 8.5327 -22.9285 0.003
H -17.2685 8.3737 -20.3433 0.002
H -20.6877 -0.0020 -26.7345 0.002
H -17.5393 7.8690 -15.2435 0.003
H -19.3205 9.0003 -24.6159 0.008
H -17.5336 10.0655 -20.4101 0.006
H -13.3877 6.7271 -17.8992 0.004
H -8.9199 7.5682 -27.3887 0.002
H -19.0444 4.5169 -25.8319 0.009
H -11.9145 14.4471 -23.2706 0.001
H -19.3265 11.2518 -24.3447 0.004
H -11.5745 9.2659 -26.8177 0.003
H -15.3559 6.1775 -20.2676 0.002
H -12.7643 7.5928 -16.0743 0.003
H -10.0053 9.9796 -27.1054 0.002
H -16.9499 7.4128 -16.7463 0.002
H -21.4182 8.0990 -23.8076 0.004
H -21.9102 4.4763 -19.0511 0.002
H -21.5316 1.4888 -26.2314 0.004
H -11.3692 11.2372 -24.9931 0.001
H -18.4305 11.9740 -22.9847 0.004
H -20.1220 3.1818 -28.3263 0.003
H -21.2993 7.9494 -17.6135 0.002
H -20.6535 3.6162 -25.7010 0.004
H -19.7252 7.3147 -19.7047 0.001
H -13.9573 6.7136 -21.3382 0.002
H -7.4385 7.9201 -24.3794 0.002
H -9.9819 -1.4217 -26.6719 0.001
H -13.9369 9.1653 -12.6819 0.001
H -9.6338 9.9374 -23.4768 0.001
H -11.1403 3.9760 -28.8217 0.004
H -15.0791 7.7451 -12.8341 0.000
H -19.6188 10.7079 -21.3279 0.003
H -10.2208 2.6645 -27.1930 0.001
H -13.6094 5.8279 -19.9657 0.004
H -15.3445 2.9018 -23.3575 0.002
H -22.6210 0.4106 -28.0805 0.001
H -10.7420 2.3902 -21.9426 0.004
H -24.1863 5.1106 -21.8758 0.003
H -12.9882 9.7703 -24.6786 0.003
H -20.1135 12.3421 -23.2843 0.003
H -16.9844 2.6226 -26.0907 0.004
H -10.9767 14.7897 -21.7175 0.001
H -9.7734 -0.9893 -21.2773 0.001
H -10.3528 0.8618 -21.1114 0.002
H -14.3275 10.3753 -23.8117 0.004
H -13.1209 3.9163 -23.8748 0.000
H -13.1274 10.7869 -21.7853 0.005
H -12.5142 2.8841 -29.2201 0.009
H -22.5331 4.7649 -21.9505 0.006
H -13.6630 8.7719 -23.4868 0.002
H -10.6250 12.6682 -24.6579 0.001
H -13.9540 1.9178 -26.7859 0.003
H -10.2565 14.1170 -23.1406 0.001
H -7.2653 7.8537 -26.0684 0.002
H -8.8745 5.8150 -24.3543 0.002
H -22.8057 7.3117 -21.3360 0.001
H -8.9838 11.5477 -23.1194 0.002
H -9.2687 0.5185 -27.9176 0.003
H -11.0480 -1.2698 -23.9721 0.002
H -10.8581 7.6930 -23.2572 0.002
H -9.9713 -2.5884 -22.2517 0.002
H -18.5218 3.4177 -27.8140 0.014
H -12.7601 0.2498 -21.1518 0.004
H -8.7720 1.0510 -23.2060 0.002
H -10.6262 12.1861 -21.5388 0.002
H -15.7006 5.4959 -15.6608 0.004
H -12.6070 5.3255 -17.1427 0.008
H -12.2879 12.8652 -21.4087 0.004
H -16.9597 4.0780 -20.5882 0.004
H -10.8083 9.0954 -28.3448 0.004
H -13.1779 1.7834 -21.8997 0.001
H -20.7325 7.2076 -22.5469 0.000
H -8.9102 -1.3292 -22.7770 0.001
H -16.7607 6.1940 -21.8820 0.001
H -13.3831 4.3986 -21.8699 0.002
H -10.9799 -2.0185 -28.0806 0.002
H -9.5445 0.4692 -24.6804 0.001
H -9.3066 -1.7915 -28.2871 0.002
H -16.0182 3.9843 -24.5474 0.006
H -10.8950 5.8928 -23.1471 0.004
H -8.7835 5.6165 -26.1096 0.002
H -13.1470 6.2665 -14.9764 0.001
H -16.6258 1.2402 -25.2107 0.005
H -11.9089 -1.1759 -22.5162 0.003
H -14.4802 0.3115 -26.5107 0.003
H -11.3797 5.6640 -25.4092 0.000
H -8.9011 10.9285 -24.6925 0.002
H -11.8195 2.7096 -26.7834 0.001
H -11.6217 9.9272 -22.3233 0.002
H -20.2571 4.8485 -26.9827 0.010
H -15.8613 6.2268 -14.2085 0.001
H -19.6078 4.2604 -19.4868 0.003
H -17.2119 5.4016 -23.2599 0.004
H -18.4407 4.2821 -21.3774 0.003
H -20.7421 10.0576 -22.5736 0.002
```

As for the spin multiplicity: 2. The relative energy (zero: lowest compared OMol25 entry of this formula, charge and spin) comes out at 2.568 eV. The calculation puts the gap between HOMO and LUMO (spin up / spin down) at 1.34 / 8.26 eV. Its net charge is -1.